Below is C55H51AsF2N2O7W as an isolated structure, with properties calculated with ωB97M-V with the def2-TZVPD basis set.

The geometry in XYZ format:
```
119
Properties=species:S:1:pos:R:3:forces:R:3
W -0.49298 -0.31223 0.23962 0.0 -0.3 0.1
C 3.21403 0.73949 2.17215 0.0 0.1 0.0
O 2.05663 1.29151 1.56908 0.2 -0.3 -0.3
C 1.87047 2.66022 1.86876 -0.1 0.0 0.0
C 1.00827 2.83452 3.08863 -0.2 0.2 0.2
O -0.31318 2.43857 2.77518 0.0 0.3 0.0
C -1.19977 2.59907 3.86496 0.1 0.4 0.1
H 4.11980 1.23768 1.81092 0.0 0.0 0.0
H 3.25558 -0.31154 1.89548 0.0 0.0 0.0
H 3.18483 0.82299 3.26413 0.0 0.0 0.0
H 1.37605 3.12150 1.01193 0.0 0.0 0.0
H 2.83282 3.16022 2.01900 0.0 0.0 0.0
H 1.03951 3.88780 3.39900 -0.1 0.0 0.0
H 1.39688 2.23504 3.92372 0.0 0.0 0.0
H -1.23967 3.64373 4.19187 0.0 0.0 0.0
H -0.89684 1.97872 4.71513 0.0 0.2 -0.1
H -2.19211 2.29075 3.53266 0.1 0.2 0.1
F -5.47713 1.44187 -1.23987 0.0 0.0 0.0
C -4.66938 1.05600 -0.24051 -0.1 0.0 0.0
C -3.38002 0.65975 -0.53841 0.0 0.0 -0.1
C -2.52528 0.28448 0.49022 0.1 0.1 -0.1
C -2.98362 0.30044 1.81713 0.1 0.0 0.1
C -4.29417 0.70368 2.05621 -0.1 0.0 0.0
F -4.77311 0.75295 3.30983 0.0 0.0 0.0
C -5.15594 1.08616 1.04973 -0.1 0.0 0.0
C -2.00300 -0.06600 2.85188 -0.1 -0.3 0.0
C -2.26363 -0.20503 4.21430 -0.1 -0.3 0.0
C -1.23536 -0.50164 5.08647 -0.1 -0.2 0.0
C 0.05190 -0.66314 4.59478 0.0 0.0 0.1
C 0.24455 -0.54792 3.23928 0.1 -0.1 0.0
N -0.74914 -0.26966 2.38441 0.0 -0.2 -0.2
H -3.06755 0.64729 -1.57687 0.0 0.0 0.0
H -6.16836 1.39514 1.27111 0.0 0.0 0.0
H -3.26586 -0.07479 4.58508 0.0 0.0 0.0
H -1.43808 -0.60490 6.14549 0.0 0.0 0.0
H 0.88779 -0.88459 5.24426 0.0 0.0 0.0
H 1.21498 -0.68825 2.78956 0.0 0.0 0.0
C -0.79294 -1.16114 -4.06778 0.0 0.0 -0.1
C -1.04228 -1.38596 -2.60827 -0.1 0.0 -0.1
O -0.51228 -0.54203 -1.83978 0.2 0.1 0.0
C -1.84109 -2.47967 -2.14939 -0.1 0.0 0.0
C -2.50209 -3.29559 -3.10005 0.0 0.0 -0.1
C -3.29373 -4.34031 -2.72086 -0.1 -0.1 0.0
C -3.45115 -4.61274 -1.35192 0.0 0.0 0.0
C -2.81872 -3.85210 -0.39983 -0.1 -0.1 0.0
C -1.99801 -2.77400 -0.76811 0.0 -0.1 -0.1
O -1.37895 -2.13199 0.18836 0.0 0.4 0.1
H -0.13160 -0.30689 -4.18522 0.0 0.0 0.0
H -1.73015 -0.96754 -4.59349 0.0 0.0 0.0
H -0.34197 -2.04663 -4.51802 0.0 0.0 0.0
H -2.38637 -3.07802 -4.15399 0.0 0.0 0.1
H -3.79823 -4.94596 -3.46146 0.0 0.0 0.0
H -4.08300 -5.43615 -1.04024 0.0 0.0 0.0
H -2.92987 -4.06015 0.65591 0.0 0.0 0.0
O 1.22336 -1.47360 0.50020 -0.2 0.1 0.1
As 1.71765 -3.10006 0.51567 0.1 0.1 -0.1
C 3.18337 -3.19909 1.73269 -0.1 0.0 -0.1
C 2.99137 -3.61355 3.04583 0.0 0.0 0.0
C 4.06328 -3.59300 3.92760 0.0 0.0 0.0
C 5.31278 -3.16905 3.49331 0.0 0.0 0.0
C 5.50129 -2.76790 2.17568 0.0 0.0 0.0
C 4.43536 -2.78153 1.28945 0.0 0.0 0.0
C 2.37479 -3.50533 -1.22823 0.0 0.0 0.1
C 2.21798 -2.56848 -2.24299 0.0 0.0 0.0
C 2.73741 -2.84041 -3.50189 0.0 0.0 0.0
C 3.40788 -4.03348 -3.73541 0.0 0.0 0.0
C 3.57654 -4.95723 -2.71122 0.0 0.0 0.0
C 3.06571 -4.69322 -1.45017 0.0 0.0 -0.1
C 0.37431 -4.33823 1.07070 0.0 0.0 0.0
C 0.22186 -5.52795 0.36990 -0.1 0.0 0.0
C -0.67208 -6.48481 0.83801 0.0 0.0 0.0
C -1.39851 -6.24808 1.99513 0.0 0.0 0.0
C -1.25376 -5.04646 2.68223 0.0 0.0 0.0
C -0.36923 -4.08674 2.22217 0.0 -0.1 0.0
H 2.02447 -3.96691 3.37975 0.0 0.0 0.0
H 3.92546 -3.92110 4.95008 0.0 0.0 0.0
H 6.14859 -3.16330 4.18218 0.0 0.0 0.0
H 6.48008 -2.45162 1.83757 0.0 0.0 0.0
H 4.58059 -2.47482 0.26067 0.0 0.0 0.0
H 1.71786 -1.63006 -2.04334 0.0 0.0 0.0
H 2.62935 -2.11454 -4.29868 0.0 0.0 0.0
H 3.81322 -4.24094 -4.71763 0.0 0.0 0.0
H 4.11388 -5.87906 -2.89256 0.0 0.0 0.0
H 3.21506 -5.40463 -0.64778 0.0 0.0 0.0
H 0.77640 -5.71215 -0.53970 0.0 0.0 0.0
H -0.79573 -7.41330 0.29573 0.0 0.0 0.0
H -2.08613 -6.99933 2.36379 0.0 0.0 0.0
H -1.83231 -4.85898 3.57859 0.0 0.0 0.0
H -0.27519 -3.14491 2.74605 0.0 0.0 0.0
C 1.04657 7.00780 -1.02418 -0.1 0.0 0.0
O -0.08515 6.17149 -1.27814 0.1 0.1 0.1
C -0.92630 6.53486 -2.26694 -0.1 0.1 0.1
C -0.76579 7.64104 -3.09160 0.0 0.0 0.0
C -1.70350 7.90822 -4.08168 0.0 0.0 0.0
C -2.80527 7.08691 -4.26770 0.0 0.0 0.0
C -2.96645 5.97856 -3.45342 -0.1 -0.1 0.0
C -2.03068 5.70143 -2.47193 -0.1 -0.1 0.1
N -2.23898 4.57657 -1.59383 -0.2 0.4 -0.2
C -1.44899 3.58516 -1.32278 0.1 -0.1 0.1
C -0.18987 3.23475 -1.88437 0.0 0.0 -0.1
C 0.42351 3.85033 -2.99633 0.0 0.1 -0.1
C 1.63012 3.40072 -3.46486 0.1 0.0 0.0
C 2.27105 2.33196 -2.81910 0.0 0.0 0.0
C 1.69529 1.70445 -1.73593 0.0 0.0 0.0
C 0.44942 2.13251 -1.26813 0.0 0.0 0.0
O -0.13553 1.56262 -0.22569 0.1 -0.2 0.2
H 1.56747 6.55760 -0.18567 0.0 0.0 0.0
H 0.73514 8.01761 -0.75655 0.0 0.0 0.0
H 1.70881 7.04143 -1.89001 0.0 0.0 0.0
H 0.08012 8.30082 -2.96372 0.0 0.0 0.0
H -1.56599 8.77668 -4.71320 0.0 0.0 0.0
H -3.53197 7.30658 -5.03765 0.0 0.0 0.0
H -3.81727 5.31732 -3.57852 0.0 0.0 0.0
H -3.11325 4.58567 -1.08233 0.0 0.0 0.0
H -1.81957 2.92439 -0.54468 0.0 0.0 0.0
H -0.06554 4.67883 -3.49299 0.1 -0.2 0.0
H 2.09188 3.87428 -4.32100 0.0 0.0 0.0
H 3.23854 1.99686 -3.17541 0.0 0.0 0.0
H 2.18775 0.89339 -1.21724 0.0 -0.1 0.0
```
Forces are in eV/Å.

Results
Maximum force (eV Å⁻¹): 0.48
Multiplicity: 3
ΔE to the lowest compared entry with this formula, charge and spin (eV): 0.3641
HOMO-LUMO gap (alpha / beta) (eV): 6.30 / 7.42
Charge: +2

Atom charges from the Mulliken analysis, given in e for atoms 1 to 99: 0.170 -0.875 0.235 -0.508 -0.612 0.147 -1.074 0.361 0.154 0.299 -0.189 0.483 0.571 0.246 0.428 0.358 0.204 -0.362 0.030 -0.345 0.562 -0.583 0.745 -0.352 -1.044 0.724 -0.465 -1.519 -1.287 -0.126 0.933 0.778 0.575 0.657 0.474 0.619 0.394 -2.461 1.229 0.136 1.021 -1.204 -1.143 -0.756 -0.836 0.020 0.551 0.148 0.517 0.528 0.513 0.450 0.487 0.687 0.408 1.780 0.192 0.112 -0.933 -0.573 -0.745 -0.679 -0.058 -0.186 -0.858 -0.649 -0.847 -0.373 0.522 -0.586 -0.821 -0.826 -1.101 0.117 0.466 0.471 0.438 0.447 0.384 0.110 0.532 0.432 0.456 0.538 0.493 0.473 0.433 0.490 0.361 -1.013 -0.249 0.694 -0.705 -0.735 -0.790 -0.467 0.321 0.168 -0.823